Entry 1:
24
Properties=species:S:1:pos:R:3 method="wB97M-V/def2-TZVPD" smiles=CO.CO.CO.O.O gap_ev=10.84 relative_energy_kj_mol=221.35 lumo_energy_ev=0.62 e_homo_ev=-10.2148
O -3.30 2.18 -1.57
O 0.83 -2.18 -0.25
O 3.57 0.02 1.67
O -1.60 2.49 1.63
O 1.76 -4.44 -3.14
C -3.54 3.30 -2.41
C -0.50 -2.13 0.21
C 3.75 -0.10 3.02
H 2.75 0.03 3.44
H -0.42 -2.40 1.27
H 4.22 -1.05 3.26
H -2.07 2.40 0.80
H -2.27 2.74 2.27
H 1.31 -1.55 0.28
H 2.00 -5.19 -2.59
H -3.15 4.23 -2.01
H -3.15 3.17 -3.42
H 4.12 0.75 1.37
H -3.72 1.42 -1.98
H -1.01 -1.18 0.14
H -1.12 -2.86 -0.30
H 4.44 0.66 3.39
H 1.73 -3.70 -2.53
H -4.62 3.40 -2.56

---

Entry 2:
34
Properties=species:S:1:pos:R:3 method="wB97M-V/def2-TZVPD" gap_ev="10.11 / 6.03" relative_energy_kj_mol=126.08 total_charge=+1 spin_multiplicity=2 lumo_energy_ev="-2.61 / -5.67" e_homo_ev="-12.7230 / -11.6971"
Ag 0.51 0.40 0.10
O 0.80 -1.17 -1.81
O -1.87 3.45 -2.00
O 2.43 0.97 -1.30
O -1.05 0.61 1.79
O 1.54 1.60 1.71
O 1.65 -1.50 0.69
O -1.21 -1.28 -0.02
O -3.08 2.21 -0.62
O -0.80 1.93 -0.92
N 0.20 -1.64 -3.94
N -2.38 1.29 3.54
N -0.47 0.22 3.99
N 1.55 -3.06 -2.77
C -1.89 2.47 -1.23
C 0.93 -1.89 -2.80
C -1.29 0.65 3.00
H 2.32 1.05 -2.25
H 3.35 1.21 -1.13
H 1.30 1.97 2.57
H -3.42 3.03 -1.05
H -2.55 1.22 4.52
H 2.44 -1.99 0.45
H 2.46 1.86 1.58
H 1.81 -3.52 -3.63
H 0.56 -2.06 -4.79
H 0.04 -0.66 -4.12
H 0.95 -2.16 0.75
H -0.92 0.33 4.88
H -1.49 -1.88 0.68
H -1.66 -1.60 -0.81
H 0.44 -0.21 3.99
H -3.02 1.62 2.84
H 1.84 -3.44 -1.89

---

Entry 3:
25
Properties=species:S:1:pos:R:3 method="wB97M-V/def2-TZVPD" gap_ev="9.03 / 3.17" relative_energy_kj_mol=50.37 total_charge=+2 spin_multiplicity=2 lumo_energy_ev="-6.42 / -12.27" e_homo_ev="-15.4409 / -15.4409"
O 3.82 -2.87 4.24
O 0.50 3.56 1.11
O -1.11 -1.02 2.32
N 0.59 0.04 0.51
N -1.78 -0.66 -3.72
C 0.35 0.14 -0.96
C -1.27 0.39 -2.88
C -1.13 0.03 -1.31
H 0.97 -0.59 -1.47
H 0.64 1.15 -1.22
H -2.05 -0.76 2.33
H -1.91 1.30 -2.91
H -1.73 0.74 -0.77
H 0.21 0.71 1.20
H 4.58 -2.35 4.49
H -1.20 -0.68 -4.57
H -1.55 -0.98 -1.19
H -0.27 0.66 -3.20
H 1.10 4.10 1.61
H 0.28 -0.86 0.91
H -0.38 3.81 1.37
H 3.62 -3.28 5.08
H -1.15 -1.96 2.46
H -2.75 -0.69 -4.06
H 1.60 0.07 0.64

---

Entry 4:
25
Properties=species:S:1:pos:R:3 method="wB97M-V/def2-TZVPD" smiles=CCCN.O.O.O.O gap_ev=9.27 relative_energy_kj_mol=182.39 lumo_energy_ev=0.66 e_homo_ev=-8.6149
O 3.19 -0.95 1.99
O 2.17 -2.88 -1.47
O -3.29 -1.42 2.26
O 0.19 -1.63 1.49
N -0.75 0.15 -0.94
C -0.06 2.58 -1.15
C -0.67 3.91 -1.45
C -1.00 1.37 -1.60
H -3.90 -1.46 1.53
H 0.34 2.50 -0.01
H 1.42 -2.38 -1.27
H -1.94 1.76 -1.36
H -0.54 0.11 0.05
H 2.01 -3.77 -1.70
H 0.75 2.42 -1.73
H 1.08 -1.78 1.82
H 3.57 -1.57 1.49
H -0.49 4.24 -2.55
H -3.97 -1.57 3.02
H -1.47 -0.47 -1.06
H 3.80 -0.24 2.25
H -0.17 -0.95 1.96
H -1.73 3.93 -1.23
H -0.24 4.69 -0.89
H -1.02 1.26 -2.74

---

Entry 5:
27
Properties=species:S:1:pos:R:3 method="wB97M-V/def2-TZVPD" smiles=CSSCCN.O.O.O.O gap_ev=9.10 relative_energy_kj_mol=0.00 lumo_energy_ev=0.31 e_homo_ev=-8.7893
S 3.53 -1.10 -0.60
S 1.90 -1.75 -1.63
O 0.17 2.73 -0.65
O -3.61 -1.30 0.18
O -1.04 2.25 1.91
O -1.69 0.52 -1.75
N -0.74 -1.29 1.59
C 0.47 -1.12 0.75
C 0.53 -2.07 -0.42
C 3.38 0.71 -0.46
H -2.21 0.13 -1.05
H -0.09 2.35 1.77
H -3.55 -2.23 0.38
H 4.20 1.04 0.18
H -1.54 2.86 1.36
H -1.71 0.00 -2.57
H -0.25 1.88 -0.83
H -0.92 -0.39 2.03
H -1.56 -1.39 0.98
H 0.40 3.07 -1.51
H 2.46 1.10 -0.05
H 0.68 -3.06 0.03
H -3.78 -0.82 1.00
H 3.43 1.21 -1.43
H -0.34 -2.12 -1.05
H 0.53 -0.06 0.43
H 1.34 -1.16 1.43

---

Entry 6:
26
Properties=species:S:1:pos:R:3 method="wB97M-V/def2-TZVPD" gap_ev="10.43 / 2.59" relative_energy_kj_mol=75.95 total_charge=+1 spin_multiplicity=2 lumo_energy_ev="-3.04 / -10.87" e_homo_ev="-13.4633 / -13.4632"
O 2.41 3.04 -2.63
O -2.25 -0.61 3.25
O -0.41 -2.60 3.19
O -0.35 5.43 -0.13
O -0.68 -3.91 0.87
C 0.62 -0.35 0.12
C 0.04 -0.96 -2.29
C 0.38 0.15 -1.30
H -0.91 -0.90 -2.81
H -0.16 -1.92 -1.74
H -2.30 -0.77 2.31
H -0.35 -3.39 1.65
H 2.96 2.32 -2.92
H -1.20 -2.16 3.59
H -1.15 5.99 -0.09
H -0.25 1.03 -1.40
H 1.45 0.53 -1.53
H 2.28 3.57 -3.42
H -2.95 -0.95 3.81
H 0.88 -1.27 -2.91
H -0.23 -3.42 0.15
H 0.29 -2.21 3.70
H -0.20 4.99 -0.98
H 1.44 -1.06 0.18
H -0.22 -0.98 0.47
H 0.86 0.42 0.86